42
Properties=species:S:1:pos:R:3:forces:R:3:lowdin_charge:R:1 method="wB97M-V/def2-TZVPD" lumo_energy_ev=2.60 charge=-1 largest_force_ha_per_bohr=0.02070 relative_energy_kj_mol=27.2 total_energy_ha=-6705.77909
C 4.5256 1.5891 1.0625 0.03 -0.09 -0.12 -0.1151
C 3.4014 2.4762 0.4999 -0.11 0.14 0.25 -0.2538
C 1.9719 2.0442 0.8917 0.26 -0.59 -0.03 -0.2165
C 1.0046 1.8744 -0.3049 0.15 0.57 -0.05 -0.3474
N -0.3172 2.4785 -0.1556 0.29 -0.33 0.11 -0.3121
As -1.5363 1.5202 1.0365 0.06 -0.48 -0.87 0.4297
Br -1.4100 3.4968 2.6937 0.02 0.52 0.47 0.0122
P -3.0067 0.3562 2.6120 0.08 0.22 0.57 0.4536
O -3.8659 1.1787 3.5119 -0.52 0.26 0.17 -0.5886
B -3.1510 2.3696 0.0351 0.45 0.47 0.03 -0.8815
N -3.0492 2.3212 -1.3916 -0.59 -0.15 0.07 0.1130
O -4.2465 2.8389 0.6775 -0.35 0.27 -0.38 0.0838
P -1.6489 -0.2799 -0.5690 0.52 0.29 -0.88 0.4151
O -3.2641 -0.6281 -0.7177 0.00 -0.08 0.20 -0.4780
Cl -0.9446 -1.8755 0.6594 -0.23 -0.12 0.13 0.0600
H 5.2531 2.1609 1.6378 0.03 0.01 0.03 0.0573
H 5.0706 1.0805 0.2664 0.04 0.00 -0.02 0.0598
H 4.1306 0.8081 1.7120 -0.02 0.03 0.08 0.0598
H 3.5629 3.4953 0.8547 0.00 0.09 -0.13 0.0947
H 3.4737 2.5132 -0.5876 0.04 0.01 -0.04 0.0864
H 2.0608 1.0751 1.3873 -0.12 0.02 0.15 0.0820
H 1.5483 2.7165 1.6382 -0.08 0.10 -0.09 0.0817
H 0.9174 0.8131 -0.5513 -0.15 -0.05 0.00 0.0626
H 1.4818 2.3385 -1.1761 -0.01 -0.07 -0.11 0.0896
H -0.1669 3.3718 0.3045 -0.21 0.08 -0.03 -0.0137
H -0.3556 0.8044 1.7420 -0.09 0.19 0.15 -0.0470
H -3.7795 -0.6223 1.9247 0.14 -0.23 -0.03 -0.0597
H -2.1346 -0.4462 3.4002 0.10 -0.28 -0.27 -0.0518
H -2.3379 2.9282 -1.7714 0.36 -0.47 -0.09 0.0635
H -3.9403 2.4208 -1.8634 0.08 0.26 -0.09 0.0758
H -4.0046 3.3832 1.4359 0.01 -0.55 0.62 0.0580
H -3.4760 -1.4758 -0.3207 -0.15 -0.13 0.20 0.0046
C 0.3493 -5.0356 -2.7859 0.01 0.23 -0.02 -0.2613
C 1.1531 -5.4787 -1.5824 -0.09 0.03 0.14 -0.2540
O 1.3986 -4.3812 -0.7120 0.01 -0.10 -0.05 -0.0839
O 1.0182 -4.0045 -3.4895 0.14 -0.13 -0.02 -0.0682
H 0.2057 -5.8689 -3.4760 -0.02 0.00 -0.01 0.1159
H -0.6356 -4.6726 -2.4612 -0.03 -0.13 0.03 0.1178
H 2.1332 -5.8340 -1.9016 0.00 -0.03 0.00 0.1195
H 0.6378 -6.2863 -1.0502 0.01 -0.05 -0.07 0.1162
H 0.5631 -4.1330 -0.2975 0.04 0.21 0.01 0.0389
H 1.4098 -3.4310 -2.8178 -0.09 0.08 -0.01 0.0810

***

44
Properties=species:S:1:pos:R:3:forces:R:3:lowdin_charge:R:1 method="wB97M-V/def2-TZVPD" lumo_energy_ev=0.50 largest_force_ha_per_bohr=0.38882 total_energy_ha=-982.79798
C -2.4925 -2.1959 1.3380 0.72 -0.25 -3.49 0.0548
H -1.8587 -1.6340 2.0082 -0.45 0.70 0.05 0.0907
H -1.9361 -3.0915 1.1459 -0.27 -1.32 0.70 0.0705
H -3.5279 -2.3265 1.5295 -0.62 -0.15 0.86 0.0651
C -2.4017 -1.6624 -0.2497 -0.93 6.43 10.12 -0.0658
H -3.0250 -2.1322 -0.8184 -3.12 -2.75 -3.88 0.0964
C -1.0330 -1.6057 -0.3412 7.50 3.02 -7.68 -0.4154
O -0.4022 -2.4899 -0.9327 -0.73 -0.69 2.43 0.0532
N -0.4172 -0.2457 -0.5788 0.80 -3.56 0.70 0.0507
H -0.8796 0.4753 -0.2039 -2.73 3.02 1.73 0.0494
C 0.9808 0.1295 -0.7242 1.17 -6.71 -2.15 -0.1232
H 1.0557 0.8344 -1.5721 0.23 -0.16 0.77 0.1106
H 1.4407 -1.1844 -1.2785 -1.01 4.05 1.36 0.2200
C 1.8170 0.3557 0.5993 1.11 -3.62 -5.05 -0.1347
N 3.2115 0.4239 0.3177 -5.16 -0.43 7.20 -0.2615
C 3.5682 1.5471 -0.2216 4.78 3.14 -4.67 -0.2210
C 5.1470 1.7111 -0.0162 -3.92 7.31 0.72 -0.2106
C 5.9212 0.5991 -0.3311 7.00 7.19 -8.31 -0.3976
C 5.5385 -0.4467 0.2952 -6.87 -7.87 10.52 -0.2005
C 3.9202 -0.7069 0.1796 3.59 -0.85 -3.53 -0.1630
H 3.5160 -1.6009 0.5489 -0.29 -0.90 1.84 0.1169
H 3.7090 -0.8909 -0.8549 0.91 -1.10 -2.00 0.0987
H 5.9816 -1.3394 0.1424 1.62 -2.95 -0.64 0.0747
H 5.4953 -0.3314 1.6029 0.82 0.00 -3.42 0.2072
H 7.0033 1.0066 -0.4072 -0.86 -1.28 1.40 0.1636
H 5.9781 0.4777 -1.4952 -1.15 -0.27 1.37 0.1739
H 5.4403 2.5540 -0.6543 -0.16 -0.07 -0.36 0.1117
H 5.2644 2.2699 0.9586 0.27 -1.53 -0.21 0.1370
H 2.9485 2.4044 0.0459 0.35 -0.01 0.06 0.1382
H 3.5426 1.3619 -1.3587 -0.30 1.00 0.21 0.1405
H 1.6264 -0.4287 1.2282 -0.74 -1.98 1.68 0.1010
H 1.3504 1.1665 0.8537 -1.56 5.28 2.75 0.0600
O -2.8577 -0.1076 -0.0094 -1.48 -3.96 -1.55 -0.0303
C -4.2401 -0.0024 -0.0995 3.96 7.37 0.74 -0.2187
C -4.5940 1.4140 0.0144 -2.45 2.28 0.01 -0.2046
C -5.8245 2.1179 0.0051 3.24 -19.46 -3.26 0.1026
C -6.8562 0.9900 -0.3413 -2.88 3.28 5.71 -0.0448
C -6.5714 -0.3390 0.0051 -1.76 1.28 -3.82 -0.1122
C -5.2716 -0.7467 -0.1983 -2.06 -1.22 0.99 -0.1093
H -5.1603 -1.7176 -0.1942 0.71 -5.25 -0.22 0.0703
H -7.2759 -1.1673 -0.2092 -0.10 0.92 0.74 0.1155
H -8.0493 1.3822 0.0349 3.36 -1.26 -1.92 0.1622
H -6.1693 2.9288 0.0703 -3.74 12.06 0.98 -0.0240
F -3.6123 2.2436 0.1670 3.20 1.25 0.53 0.1016

***

43
Properties=species:S:1:pos:R:3:forces:R:3:lowdin_charge:R:1 method="wB97M-V/def2-TZVPD" lumo_energy_ev=0.72 largest_force_ha_per_bohr=0.01432 relative_energy_kj_mol=7.2 total_energy_ha=-1410.31979
C -4.7602 -1.0325 -2.5038 -0.05 -0.03 0.01 -0.0239
C -4.6376 -0.5721 -1.0893 -0.28 -0.10 0.26 -0.3095
N -3.5566 0.1407 -0.7846 0.01 -0.03 -0.14 0.1014
C -3.4440 0.5578 0.4626 -0.06 -0.18 -0.42 -0.6477
N -4.3078 0.3647 1.4439 0.14 0.18 0.44 0.1002
C -5.3933 -0.3406 1.1573 -0.07 -0.10 -0.34 -0.3191
C -5.5996 -0.8464 -0.1257 0.21 0.12 0.03 0.0226
H -6.4753 -1.4295 -0.3604 -0.10 -0.08 -0.03 0.1167
C -6.3675 -0.5678 2.2642 -0.03 -0.01 0.02 -0.0286
H -7.3508 -0.1957 1.9822 -0.09 -0.01 0.03 0.0836
H -6.0260 -0.0562 3.1588 -0.02 0.00 0.04 0.0789
H -6.4551 -1.6336 2.4685 -0.06 -0.06 0.05 0.0852
S -2.0279 1.4864 0.9072 0.46 0.25 -0.20 1.0524
C -1.0411 1.3519 -0.6420 -0.55 -0.03 0.49 -0.4386
C -0.2731 2.6217 -0.9544 0.01 0.16 0.08 -0.0825
C 1.1877 2.2546 -0.7764 -0.28 0.34 -0.24 -0.4050
O 2.1338 2.9836 -0.8947 0.09 0.12 0.02 0.1202
N 1.2502 0.9034 -0.4803 0.48 -0.25 0.10 0.1021
C 0.0147 0.2823 -0.4315 -0.46 -0.06 -0.07 -0.4444
O -0.1741 -0.8869 -0.2371 0.00 -0.05 -0.01 0.1156
C 2.4745 0.2146 -0.2569 0.27 -0.21 -0.01 -0.1713
C 2.7116 -1.0027 -0.8749 -0.09 0.16 0.00 -0.0008
C 3.9082 -1.6529 -0.6372 0.02 0.07 0.03 -0.0299
C 4.8774 -1.1092 0.1939 -0.09 0.00 -0.05 -0.2361
C 4.6328 0.1225 0.8100 -0.15 -0.03 -0.07 -0.2222
C 3.4283 0.7698 0.5828 -0.07 -0.10 -0.05 0.0381
H 3.2317 1.7191 1.0564 0.00 0.09 0.03 0.1211
C 5.6544 0.7412 1.7130 -0.01 -0.03 -0.03 -0.0426
H 5.3029 1.6959 2.0940 0.02 0.06 0.05 0.0775
H 5.8676 0.0858 2.5570 0.08 0.00 0.09 0.0838
H 6.5886 0.9048 1.1770 0.12 0.04 0.03 0.0839
C 6.1673 -1.8336 0.4261 -0.04 0.04 0.01 -0.0466
H 6.2998 -2.0503 1.4855 0.09 -0.05 0.07 0.0832
H 7.0118 -1.2242 0.1058 0.13 -0.01 0.01 0.0834
H 6.1878 -2.7705 -0.1242 0.04 -0.06 -0.01 0.0753
H 4.0933 -2.6042 -1.1147 0.03 -0.10 -0.04 0.1103
H 1.9694 -1.4386 -1.5237 -0.07 -0.03 -0.03 0.1149
H -0.4319 2.9687 -1.9767 0.05 -0.01 0.05 0.1344
H -0.5256 3.4434 -0.2832 0.08 0.02 -0.07 0.1163
H -1.7711 1.0391 -1.3929 0.29 0.02 0.04 0.1001
H -5.3506 -1.9427 -2.5633 -0.05 -0.05 -0.08 0.0782
H -5.2527 -0.2603 -3.0947 -0.03 0.02 -0.07 0.0876
H -3.7722 -1.2016 -2.9234 0.02 -0.03 -0.02 0.0816

***

69
Properties=species:S:1:pos:R:3:forces:R:3:lowdin_charge:R:1 method="wB97M-V/def2-TZVPD" lumo_energy_ev=2.75 charge=-1 largest_force_ha_per_bohr=0.07130 total_energy_ha=-2784.07118
Sc -0.0243 -0.1962 -0.0239 0.09 1.89 0.19 0.1027
Cl -0.0863 0.0507 -2.4146 -0.07 -0.12 -1.06 -0.0593
P -0.4010 -2.7333 -0.3255 0.20 1.08 0.48 0.9520
C 0.6570 -3.4456 -1.6553 -0.25 -0.13 -0.13 -0.5407
C -0.1087 -3.6937 1.2188 -0.08 -0.45 -0.46 -0.5374
C -2.1591 -2.8258 -0.8706 0.38 -0.52 -0.28 -0.5424
C 2.0345 -2.7621 -1.7502 0.06 -0.05 -0.12 -0.1638
H 0.0878 -3.1968 -2.5714 0.21 -0.11 0.26 0.1052
C 0.8046 -4.9612 -1.5407 0.16 -0.19 -0.38 -0.1351
H 1.4856 -5.2342 -0.7240 -0.16 0.04 -0.13 0.0743
H 1.2438 -5.3254 -2.4786 0.01 -0.12 0.19 0.0757
H -0.1507 -5.4770 -1.3983 0.22 0.05 0.04 0.0503
H 1.9489 -1.7383 -2.1327 -0.03 -0.27 0.28 0.0078
H 2.6677 -3.3337 -2.4445 -0.12 -0.01 0.06 0.0708
H 2.5459 -2.7190 -0.7791 -0.19 0.04 -0.32 0.0455
H -2.1294 -2.2417 -1.8115 0.05 -0.24 0.37 0.0921
C -3.1555 -2.1367 0.0831 -0.24 0.07 0.14 -0.1489
C -2.5370 -4.2713 -1.1858 -0.61 0.03 -0.20 -0.1342
H -2.0058 -4.6448 -2.0677 -0.07 0.01 0.18 0.0629
H -3.6109 -4.3115 -1.4019 0.05 -0.20 -0.03 0.0732
H -2.3384 -4.9378 -0.3349 -0.06 0.12 -0.16 0.0726
H -2.6934 -1.4811 0.8353 -0.07 -0.17 -0.40 0.0192
H -3.7689 -2.8788 0.6137 0.14 0.05 -0.13 0.0665
H -3.8269 -1.4970 -0.5089 0.17 -0.19 0.26 0.0781
C 1.2983 -3.3740 1.7573 -0.01 0.03 0.13 -0.1172
H -0.1657 -4.7442 0.8952 0.08 -0.02 0.47 0.0884
C -1.1629 -3.4173 2.2941 0.05 0.07 0.11 -0.1088
H 2.0999 -3.7283 1.0968 -0.21 0.10 0.12 0.0586
H 1.4144 -3.8691 2.7312 0.04 0.02 -0.16 0.0753
H 1.4273 -2.2900 1.9160 -0.07 -0.37 -0.16 0.0495
H -1.2212 -2.3432 2.5287 0.01 -0.33 -0.13 0.0624
H -0.8567 -3.9353 3.2113 -0.10 0.05 -0.08 0.0779
H -2.1572 -3.7793 2.0132 0.16 0.09 0.02 0.0610
H 1.7530 -0.4645 -0.0317 1.10 -0.12 0.09 -0.0926
H -1.7102 0.4523 0.1033 -1.00 0.16 0.13 -0.0964
P 0.3906 2.7940 -0.2726 -0.41 -3.58 0.68 0.9781
C -0.8078 3.5252 -1.4603 0.34 0.33 -0.05 -0.5528
C 0.2650 3.6662 1.3399 0.10 0.73 -0.61 -0.5551
C 2.0791 2.8630 -1.0055 -0.49 0.75 -0.22 -0.5534
C -2.1793 2.8293 -1.4337 -0.01 0.06 -0.09 -0.1651
H -0.3395 3.3124 -2.4391 -0.15 0.13 0.26 0.1030
C -0.9472 5.0337 -1.2687 -0.23 0.20 -0.43 -0.1401
H -1.5333 5.2657 -0.3704 0.13 -0.03 -0.14 0.0698
H -1.4840 5.4363 -2.1364 -0.03 0.17 0.17 0.0717
H 0.0181 5.5460 -1.2045 -0.19 -0.04 0.05 0.0500
H -2.1184 1.8186 -1.8505 0.05 0.22 0.28 0.0056
H -2.8843 3.4106 -2.0452 0.08 0.02 0.05 0.0681
H -2.5849 2.7524 -0.4165 0.14 -0.03 -0.30 0.0473
H 1.9268 2.3204 -1.9590 -0.02 0.28 0.37 0.0846
C 3.1514 2.1037 -0.2006 0.20 -0.08 0.12 -0.1533
C 2.4452 4.3169 -1.2912 0.68 -0.03 -0.30 -0.1431
H 1.8194 4.7410 -2.0833 0.08 -0.02 0.15 0.0604
H 3.4872 4.3608 -1.6268 0.00 0.24 -0.04 0.0679
H 2.3520 4.9403 -0.3912 0.05 -0.10 -0.16 0.0705
H 2.7550 1.5408 0.6550 0.06 0.12 -0.41 0.0216
H 3.9222 2.7941 0.1718 -0.16 -0.03 -0.07 0.0660
H 3.6407 1.3671 -0.8538 -0.12 0.20 0.27 0.0698
C -1.1005 3.3508 1.9741 0.04 -0.09 0.14 -0.1206
H 0.3297 4.7334 1.0753 -0.05 0.06 0.57 0.0868
C 1.4021 3.2964 2.2944 -0.08 -0.05 0.12 -0.1137
H -1.9306 3.8539 1.4637 0.18 -0.12 0.05 0.0574
H -1.0865 3.6915 3.0180 -0.07 0.02 -0.14 0.0738
H -1.2967 2.2657 1.9798 0.10 0.35 -0.12 0.0486
H 1.4003 2.2176 2.5127 0.02 0.30 -0.15 0.0636
H 1.2353 3.8261 3.2403 0.08 -0.07 -0.06 0.0754
H 2.3863 3.5853 1.9123 -0.15 -0.08 0.03 0.0603
O 0.0155 0.0263 4.4724 0.01 0.01 0.10 0.0179
C 0.0294 -0.0246 3.2810 0.01 -0.11 -2.20 -0.5294
N 0.0432 -0.0758 2.0724 -0.01 -0.06 2.91 -0.0370